ORCA calculation (ωB97M-V/def2-TZVPD) on an isolated ion of composition C5H12NO and charge -1.

Geometry (Å):
N1 0.6381 -2.5927 -0.1152
C1 1.0163 -1.1572 -0.3767
C2 0.9925 -0.4073 0.9656
C3 -0.1715 0.5418 1.1116
C4 -0.2436 1.6378 0.0039
C5 -1.4874 1.4281 -0.8934
O1 -1.5694 0.2522 -1.5223
H1 0.6507 -3.0780 -1.0010
H2 -0.3108 -2.6368 0.2376
H3 0.3582 -0.7412 -1.1653
H4 2.0400 -1.2245 -0.7354
H5 0.8869 -1.1811 1.7314
H6 1.8949 0.2074 1.0646
H7 -0.0906 1.0641 2.0900
H8 -1.0998 -0.0412 0.9918
H9 0.5589 1.2814 -0.6614
H10 -0.1340 2.7043 0.1988
H11 -1.5063 2.2866 -1.6377
H12 -2.4232 1.6565 -0.2866

Molar mass in g/mol: 102.16
Relative energy (zero: lowest compared OMol25 entry of this formula, charge and spin) in kcal/mol: 17.5
Highest occupied orbital energy in eV: -2.34
Charge: -1

Atomic partial charges in e from the Mulliken method, atoms 1 to 2: N -0.7757; C -0.0416


ORCA calculation (ωB97M-V/def2-TZVPD) on an isolated ion of composition C5H12NO and charge -1.

Geometry (Å):
N1 2.2398 1.1043 0.8647
C1 0.7724 1.2256 0.7045
C2 0.0694 0.0945 1.4640
C3 -0.4430 -1.0167 0.5377
C4 -1.4484 -0.5307 -0.5378
C5 -0.8554 -0.6973 -1.9601
O1 0.2746 0.0081 -2.1639
H1 2.6761 1.8338 0.3106
H2 2.5271 0.2271 0.4432
H3 0.5162 1.2175 -0.3466
H4 0.5107 2.1927 1.1518
H5 0.8166 -0.3311 2.1368
H6 -0.7853 0.4885 2.0201
H7 -0.9128 -1.7850 1.1408
H8 0.4039 -1.4169 -0.0166
H9 -1.4855 0.5607 -0.4213
H10 -2.4661 -0.9301 -0.5182
H11 -1.6866 -0.4353 -2.6798
H12 -0.7236 -1.8097 -2.1300

Molar mass in g/mol: 102.16
Relative energy (zero: lowest compared OMol25 entry of this formula, charge and spin) in kcal/mol: 10.0
Highest occupied orbital energy in eV: -2.42
Charge: -1

Atomic partial charges in e from the Mulliken method, atoms 1 to 2: N -0.7958; C -0.0505


ORCA calculation (ωB97M-V/def2-TZVPD) on an isolated ion of composition C5H12NO and charge -1.

Geometry (Å):
C1 1.0806 -0.6115 2.5757
C2 0.6147 -0.8578 1.0519
N1 -0.0189 0.3790 0.4748
C3 -0.6655 0.1672 -0.8678
C4 0.3537 -0.2730 -1.8951
C5 -1.4513 1.4377 -1.3503
O1 -2.4179 1.1075 -2.2717
H1 0.3657 -1.1309 3.3281
H2 1.1353 0.5064 2.8783
H3 2.1004 -1.0568 2.7877
H4 -0.0312 -1.8148 1.0752
H5 1.4560 -1.1374 0.2690
H6 -0.7137 0.5678 1.1242
H7 -1.4450 -0.6267 -0.8006
H8 0.0481 -0.1625 -2.9294
H9 1.1312 0.5985 -1.9029
H10 1.0486 -1.1408 -1.6949
H11 -1.8286 1.7693 -0.2921
H12 -0.7621 2.2787 -1.5601

Molar mass in g/mol: 102.16
Relative energy (zero: lowest compared OMol25 entry of this formula, charge and spin) in kcal/mol: 38.1
Highest occupied orbital energy in eV: -2.30
Charge: -1

Atomic partial charges in e from the Mulliken method, atoms 1 to 2: C -1.0213; C -0.1395


ORCA calculation (ωB97M-V/def2-TZVPD) on an isolated ion of composition C5H12NO and charge -1.

Geometry (Å):
C1 -0.5256 0.8987 1.8310
C2 -0.0755 -0.0971 0.7628
C3 1.1280 -0.9347 1.2025
C4 0.2406 0.7242 -0.4996
N1 0.4845 -0.0703 -1.6660
C5 -0.8031 -0.6987 -2.2213
O1 -1.3204 -1.6466 -1.4909
H1 0.1217 1.7860 1.8770
H2 -0.5357 0.5124 2.8609
H3 -1.5671 1.1881 1.6719
H4 -0.9083 -0.7802 0.6042
H5 1.9127 -0.7899 0.4538
H6 1.5297 -0.6033 2.1692
H7 0.8438 -1.9826 1.2822
H8 -0.5393 1.5007 -0.6097
H9 1.1699 1.2247 -0.2106
H10 0.8308 0.5231 -2.4250
H11 -1.4964 0.1988 -2.3398
H12 -0.4902 -0.9535 -3.2525

Molar mass in g/mol: 102.16
Relative energy (zero: lowest compared OMol25 entry of this formula, charge and spin) in kcal/mol: 10.9
Highest occupied orbital energy in eV: -2.39
Charge: -1

Atomic partial charges in e from the Mulliken method, atoms 1 to 2: C -1.7410; C 1.0657


Q: Among the records above, which one has the highest highest occupied orbital energy?
A: number 3